# 1
Here is a cluster of 2 separate species, C5H12NO2P in total at a distorted geometry from OMol25. Energies are from wB97M-V/def2-TZVPD.

The geometry in ORCA input format:
```
! RIJCOSX wB97M-V def2-TZVPD def2/J DEFGRID3
* xyz 0 1
C -1.851 0.944 -0.651
C 2.502 -1.076 -0.048
C -0.180 -1.413 1.181
C 0.606 -0.503 -1.584
C 1.281 -0.178 -0.314
N -2.812 0.797 -1.366
O -2.131 3.020 0.869
O 0.387 -0.178 0.826
P -1.250 1.583 0.911
H 2.231 -2.127 -0.087
H 3.247 -0.885 -0.814
H 2.926 -0.845 0.925
H -0.684 -1.886 0.334
H -0.920 -1.196 1.949
H 0.570 -2.095 1.591
H 0.176 -1.473 -1.744
H 0.725 0.141 -2.430
H 1.625 0.862 -0.338
H -3.789 1.036 -1.243
H -2.524 3.286 1.703
H -0.134 2.187 0.332
*
```

Results
Strongest force on any atom   1.23 eV/A
Orbital gap (spin up / spin down)   8.868 / 7.071 eV
DFT total energy   -20248.8461 eV

***

# 2
Here is a cluster of 2 separate species, C5H12NO3 in total at a distorted geometry from OMol25. Energies are from wB97M-V/def2-TZVPD.

The geometry in ORCA input format:
```
! RIJCOSX wB97M-V def2-TZVPD def2/J DEFGRID3
* xyz -1 1
C -1.827 -1.172 -0.868
C -1.294 0.142 -0.261
C 0.222 0.127 -0.267
C 0.905 1.367 0.319
C 1.747 2.141 -0.749
O 2.890 1.703 -0.970
O 1.135 3.086 -1.306
N -1.879 0.279 1.066
H -2.902 -1.264 -0.659
H -1.728 -1.047 -1.947
H -1.434 -2.095 -0.439
H -1.658 0.938 -0.917
H 0.604 -0.019 -1.284
H 0.553 -0.772 0.262
H 1.578 1.168 1.155
H 0.144 2.051 0.711
H -2.211 -0.551 1.520
H -1.364 0.857 1.706
H 2.700 -2.548 0.441
H 1.484 -2.341 1.312
O 2.336 -2.049 1.177
*
```

Results
Strongest force on any atom   3.27 eV/A
Orbital gap   6.922 eV
DFT total energy   -13013.3567 eV

***

# 3
Here is the molecule C5H12NO5P at a distorted geometry from OMol25. Energies are from wB97M-V/def2-TZVPD.

The geometry in ORCA input format:
```
! RIJCOSX wB97M-V def2-TZVPD def2/J DEFGRID3
* xyz 0 1
C -2.499 -1.814 0.055
C -1.342 -0.753 -0.216
C -1.127 0.240 0.876
N -2.020 1.354 0.553
O -3.065 1.295 1.120
O -1.668 2.169 -0.266
P 0.626 1.004 0.595
O 0.912 2.303 1.300
O 1.465 -0.242 1.144
C 2.889 -0.364 1.199
O 0.845 1.009 -1.021
C 0.890 2.363 -1.649
H -2.495 -2.234 1.041
H -3.355 -1.275 0.156
H -2.673 -2.466 -0.700
H -1.506 -0.289 -1.113
H -0.514 -1.415 -0.356
H -1.211 -0.244 1.783
H 3.368 -0.448 0.100
H 3.254 -1.091 1.912
H 3.229 0.644 1.682
H 1.139 1.970 -2.633
H 1.582 3.107 -1.330
H -0.215 2.736 -1.547
*
```

Results
SMILES   CC[C@H]([N+](=O)[O-])P(=O)(OC)OC
Strongest force on any atom   5.07 eV/A
Orbital gap   10.725 eV
DFT total energy   -26393.2728 eV

***

# 4
Here is a cluster of 2 separate species, C5H12NO6 in total at a distorted geometry from OMol25. Energies are from wB97M-V/def2-TZVPD.

The geometry in ORCA input format:
```
! RIJCOSX wB97M-V def2-TZVPD def2/J DEFGRID3
* xyz 1 1
C 0.329 1.201 1.214
C -1.209 1.603 0.987
C 0.810 0.306 0.123
C -2.161 0.714 1.748
C 0.797 -2.112 -0.445
N 0.703 -1.128 0.427
O 2.062 0.578 -0.316
O -2.027 -0.424 2.076
O -3.140 1.504 2.200
O 1.293 -1.972 -1.649
O 0.715 -0.205 -3.588
O 0.670 -3.339 -0.043
H 0.916 2.099 1.151
H 0.595 0.824 2.216
H -1.209 2.695 1.354
H -1.427 1.346 -0.043
H 0.262 0.416 -0.715
H 0.472 -1.323 1.422
H 2.516 1.031 0.351
H -0.041 0.373 -3.923
H -3.736 1.092 2.740
H 1.197 -1.055 -2.171
H 1.248 -0.344 -4.355
H 0.367 -3.882 -0.761
*
```

Results
Strongest force on any atom   4.11 eV/A
Orbital gap   10.955 eV
DFT total energy   -19148.1954 eV

***

# 5
Here is a cluster of 2 separate species, C5H12NOP in total at a distorted geometry from OMol25. Energies are from wB97M-V/def2-TZVPD.

The geometry in ORCA input format:
```
! RIJCOSX wB97M-V def2-TZVPD def2/J DEFGRID3
* xyz 0 1
C 3.452 2.478 1.531
C 2.145 1.744 1.392
C 1.147 2.021 2.490
C 1.901 0.768 0.563
O 1.632 -0.137 -0.153
H 4.052 2.590 0.557
H 4.163 1.948 2.050
H 3.295 3.525 1.932
H 0.189 1.570 2.300
H 0.919 3.101 2.266
H 1.408 1.746 3.441
C -2.355 -3.150 -3.018
N -1.531 -2.279 -2.196
P -1.275 -0.739 -2.835
H -1.965 -4.089 -3.301
H -3.411 -3.364 -2.657
H -2.531 -2.525 -3.902
H -1.691 -2.684 -1.284
H -2.035 0.035 -2.011
H -0.178 -0.682 -2.037
*
```

Results
SMILES   CC(C)=C=O.CNP
Strongest force on any atom   4.48 eV/A
Orbital gap   9.368 eV
DFT total energy   -18202.9179 eV

***

# 6
Here is a cluster of 3 separate species, C5H12NOS in total at a distorted geometry from OMol25. Energies are from wB97M-V/def2-TZVPD.

The geometry in ORCA input format:
```
! RIJCOSX wB97M-V def2-TZVPD def2/J DEFGRID3
* xyz -1 1
C -0.479 0.164 0.716
N -2.001 0.239 0.704
C -2.565 -1.027 -0.011
O -2.409 -1.258 -1.383
C 0.204 -0.960 0.149
C 0.083 0.482 -0.715
C 1.445 1.467 -0.598
S 2.786 0.737 0.270
H -0.098 0.665 1.603
H 0.886 -2.897 3.540
H -2.284 1.160 0.170
H -3.628 -0.851 0.305
H -2.094 -1.772 0.600
H 0.972 -1.539 0.567
H -0.421 -1.557 -0.580
H 0.304 -0.117 -1.651
H -0.784 1.024 -1.129
H 1.656 1.789 -1.591
H 0.772 2.311 -0.246
H 1.299 -2.377 2.986
*
```

Results
Strongest force on any atom   6.07 eV/A
Orbital gap   6.987 eV
DFT total energy   -19746.1753 eV